# C18H15KN4O2Te4

A structure of composition C18H15KN4O2Te4 (ωB97M-V/def2-TZVPD, OMol25).

Summary:
Energy ... -74468.040 eV
HOMO level ... -0.50 eV
Kohn-Sham gap ... 4.42 eV
LUMO ... 3.92 eV
Molecular weight ... 868.8 g mol⁻¹
Energy above the lowest of the compared OMol25 structures with the same formula, charge and spin ... 9.1 kcal/mol
Charge ... -2

Element x y z (Å)
K (1.687, -1.029, -1.857)
Te (5.030, -1.955, -2.876)
Te (4.124, -4.207, -4.151)
Te (1.375, -4.141, -3.670)
Te (0.491, -6.716, -3.750)
O (2.749, 1.374, 0.531)
C (1.577, 1.049, 0.629)
N (0.969, 0.788, 1.862)
C (-0.458, 0.654, 1.694)
C (-0.496, 0.507, 0.128)
O (-1.501, 0.153, -0.480)
N (0.689, 0.849, -0.395)
C (-1.247, 1.902, 2.108)
C (-0.782, 2.744, 3.115)
C (-1.517, 3.848, 3.520)
C (-2.736, 4.134, 2.926)
C (-3.211, 3.297, 1.924)
C (-2.478, 2.192, 1.523)
C (-1.030, -0.533, 2.462)
C (-2.148, -1.234, 2.019)
C (-2.665, -2.281, 2.769)
C (-2.087, -2.639, 3.978)
C (-0.976, -1.941, 4.428)
C (-0.454, -0.900, 3.676)
H (1.393, 1.223, 2.663)
H (0.168, 2.548, 3.596)
H (-1.129, 4.490, 4.303)
H (-3.308, 5.000, 3.235)
H (-4.159, 3.509, 1.446)
H (-2.843, 1.546, 0.735)
H (-2.588, -0.970, 1.068)
H (-3.521, -2.829, 2.394)
H (-2.488, -3.463, 4.555)
H (-0.502, -2.217, 5.362)
H (0.430, -0.384, 4.028)
N (3.329, 0.074, -6.535)
C (2.562, -0.948, -7.053)
C (1.696, -1.289, -6.060)
N (1.923, -0.515, -4.949)
C (2.906, 0.284, -5.263)
H (4.159, 0.462, -6.942)
H (2.726, -1.351, -8.036)
H (0.968, -2.082, -6.047)
H (3.376, 0.997, -4.607)

# C18H16BF3LiN2O10

A structure of composition C18H16BF3LiN2O10 (ωB97M-V/def2-TZVPD, OMol25).

Summary:
Energy ... -51419.120 eV
HOMO level ... -5.60 eV
Kohn-Sham gap ... 5.97 eV
LUMO ... 0.38 eV
Molecular weight ... 495.1 g mol⁻¹
Energy above the lowest of the compared OMol25 structures with the same formula, charge and spin ... 127.5 kcal/mol
Charge ... -1

Element x y z (Å)
Li (0.466, 1.021, -1.709)
O (-0.651, -6.401, -2.460)
C (-1.369, -6.151, -1.496)
O (-1.908, -7.131, -0.662)
B (-2.698, -6.399, 0.318)
O (-2.425, -4.981, 0.230)
C (-1.729, -4.778, -0.899)
O (-1.473, -3.704, -1.423)
O (-2.519, -6.931, 1.657)
C (-3.634, -7.284, 2.238)
O (-3.799, -7.682, 3.380)
C (-4.706, -7.162, 1.138)
O (-4.170, -6.658, 0.075)
O (-5.900, -7.537, 1.280)
C (2.612, 3.980, -3.706)
O (2.911, 3.728, -2.315)
O (1.618, 3.030, -4.014)
C (2.406, 5.511, -3.915)
F (1.229, 6.018, -3.666)
F (3.264, 6.291, -3.258)
F (2.701, 5.858, -5.213)
C (4.279, 3.833, -1.844)
C (4.401, 4.391, -0.447)
H (3.948, 3.722, 0.284)
H (5.459, 4.441, -0.189)
H (3.964, 5.389, -0.456)
H (4.888, 4.555, -2.387)
H (4.772, 2.861, -1.873)
H (3.576, 3.784, -4.175)
N (2.540, -1.066, 1.337)
C (2.085, -1.014, 2.642)
C (2.709, -1.655, 3.667)
C (3.738, -2.502, 3.441)
C (4.166, -2.685, 2.134)
C (3.570, -1.900, 1.106)
H (1.221, -0.433, 2.927)
H (2.215, -1.466, 4.609)
H (4.046, -3.211, 4.195)
H (4.892, -3.441, 1.875)
H (3.941, -1.870, 0.092)
N (-3.134, 2.600, 0.056)
C (-3.339, 3.934, 0.272)
C (-4.477, 4.522, 0.809)
C (-5.572, 3.698, 1.164)
C (-5.512, 2.346, 0.956)
C (-4.309, 1.819, 0.350)
H (-2.532, 4.578, -0.044)
H (-4.676, 5.578, 0.916)
H (-6.506, 4.061, 1.567)
H (-6.378, 1.744, 1.192)
H (-4.202, 0.749, 0.244)

# C18H16Br2N5O7Os

A structure of composition C18H16Br2N5O7Os (ωB97M-V/def2-TZVPD, OMol25).

Summary:
Energy ... -183225.890 eV
HOMO level (spin up / spin down) ... -17.29 / -17.29 eV
Kohn-Sham gap (spin up / spin down) ... 5.18 / 5.18 eV
LUMO (spin up / spin down) ... -12.11 / -12.11 eV
Molecular weight ... 764.4 g mol⁻¹
Energy above the lowest of the compared OMol25 structures with the same formula, charge and spin ... 13.7 kcal/mol
Charge ... +3

Element x y z (Å)
Os (-0.424, -0.074, 0.105)
Br (4.143, -0.858, -1.836)
C (2.660, -1.939, -1.967)
C (2.732, -3.205, -2.538)
C (1.621, -4.037, -2.621)
Br (1.807, -5.694, -3.400)
C (0.342, -3.604, -2.118)
C (-0.845, -4.322, -2.165)
C (-2.009, -3.746, -1.637)
C (-1.974, -2.493, -1.076)
N (-0.832, -1.761, -1.007)
C (0.292, -2.325, -1.532)
C (1.408, -1.498, -1.449)
O (1.203, -0.343, -0.877)
H (3.680, -3.555, -2.924)
H (-0.876, -5.311, -2.604)
H (-2.944, -4.287, -1.655)
H (-2.856, -2.052, -0.630)
O (0.419, 0.574, 3.915)
C (0.291, 1.198, 2.932)
O (-0.371, 0.596, 1.808)
C (0.644, 2.617, 2.624)
C (0.620, 3.076, 1.320)
C (0.768, 4.426, 1.060)
C (1.011, 5.355, 2.059)
C (1.135, 4.842, 3.337)
C (0.932, 3.510, 3.655)
N (1.451, 5.796, 4.443)
O (1.609, 5.308, 5.536)
O (1.626, 6.946, 4.112)
N (0.457, 4.845, -0.309)
O (0.209, 6.004, -0.518)
O (0.400, 3.976, -1.192)
H (0.492, 2.406, 0.494)
H (1.104, 6.418, 1.881)
H (0.980, 3.191, 4.690)
N (-2.098, 4.272, -2.495)
C (-2.864, 3.109, -1.912)
C (-2.156, 2.251, -0.874)
N (-1.147, 1.271, -1.391)
H (-2.732, 4.823, -3.083)
H (-1.305, 4.002, -3.081)
H (-1.706, 4.910, -1.797)
H (-3.236, 2.522, -2.752)
H (-3.732, 3.553, -1.423)
H (-2.947, 1.660, -0.407)
H (-1.688, 2.836, -0.088)
H (-0.349, 1.780, -1.779)
H (-1.566, 0.751, -2.163)

# C18H16Br43FN2

A structure of composition C18H16Br43FN2 (ωB97M-V/def2-TZVPD, OMol25).

Summary:
Energy ... -3036444.576 eV
HOMO level ... -10.08 eV
Kohn-Sham gap ... 9.66 eV
LUMO ... -0.42 eV
Molecular weight ... 3715.2 g mol⁻¹

Element x y z (Å)
N (5.463, 1.240, 3.581)
C (4.492, 1.544, 3.069)
C (3.163, 1.968, 2.567)
F (3.288, 2.824, 1.473)
C (2.264, 0.779, 2.126)
Br (3.243, -0.767, 1.447)
C (1.455, 0.333, 3.273)
N (0.772, 0.277, 4.181)
H (2.645, 2.463, 3.399)
H (1.621, 1.105, 1.305)
C (-0.151, -3.592, 0.770)
Br (-0.389, -2.627, 2.411)
Br (0.340, -2.429, -0.680)
Br (1.078, -5.057, 0.974)
H (-1.114, -4.017, 0.516)
C (0.541, 4.734, -0.345)
Br (-0.430, 5.167, 1.261)
Br (0.631, 2.831, -0.601)
Br (-0.188, 5.620, -1.889)
H (1.553, 5.089, -0.213)
C (-3.471, 3.344, -3.837)
Br (-4.532, 4.311, -2.563)
Br (-2.415, 4.528, -4.925)
Br (-2.350, 2.039, -2.972)
H (-4.143, 2.806, -4.488)
C (-2.798, -5.187, 5.017)
Br (-1.009, -5.000, 5.700)
Br (-3.908, -3.685, 5.498)
Br (-2.808, -5.464, 3.112)
H (-3.229, -6.066, 5.472)
C (-1.217, -4.061, -4.317)
Br (-1.986, -5.009, -5.805)
Br (-1.430, -2.158, -4.502)
Br (-1.916, -4.695, -2.642)
H (-0.156, -4.266, -4.319)
C (-3.230, 7.862, 1.760)
Br (-3.770, 6.554, 0.460)
Br (-4.110, 9.550, 1.485)
Br (-3.474, 7.211, 3.555)
H (-2.170, 8.026, 1.623)
C (-1.992, 1.842, 4.062)
Br (-1.537, 1.610, 2.204)
Br (-2.981, 3.469, 4.347)
Br (-2.895, 0.307, 4.776)
H (-1.060, 1.929, 4.602)
C (0.645, 2.422, -5.338)
Br (1.965, 2.220, -3.952)
Br (1.144, 3.787, -6.603)
Br (0.255, 0.747, -6.201)
H (-0.267, 2.751, -4.859)
C (1.266, 7.936, -7.294)
Br (1.865, 6.730, -8.671)
Br (1.571, 7.212, -5.539)
Br (2.056, 9.679, -7.493)
H (0.199, 8.052, -7.413)
C (2.739, 0.259, 7.959)
Br (2.470, -1.588, 8.428)
Br (4.064, 0.452, 6.575)
Br (1.087, 1.102, 7.456)
H (3.110, 0.764, 8.839)
C (-6.598, 2.270, 1.906)
Br (-6.948, 3.779, 3.049)
Br (-4.997, 2.524, 0.871)
Br (-6.546, 0.624, 2.899)
H (-7.422, 2.198, 1.211)
C (0.275, -8.272, -0.924)
Br (0.186, -8.172, -2.845)
Br (-1.367, -7.702, -0.101)
Br (0.793, -10.025, -0.322)
H (1.043, -7.582, -0.603)
C (7.153, -3.081, 1.971)
Br (8.503, -1.714, 1.940)
Br (6.318, -3.219, 3.698)
Br (5.844, -2.809, 0.585)
H (7.640, -4.023, 1.769)
C (1.212, -9.027, -6.525)
Br (2.992, -8.684, -5.882)
Br (0.012, -7.580, -6.090)
Br (1.196, -9.405, -8.411)
H (0.852, -9.910, -6.017)

# C18H16BrIN2O2Tl

A structure of composition C18H16BrIN2O2Tl (ωB97M-V/def2-TZVPD, OMol25).

Summary:
Energy ... -108829.241 eV
HOMO level ... -11.17 eV
Kohn-Sham gap ... 6.51 eV
LUMO ... -4.67 eV
Molecular weight ... 703.5 g mol⁻¹
Energy above the lowest of the compared OMol25 structures with the same formula, charge and spin ... 0.0 kcal/mol
Charge ... +1

Element x y z (Å)
Tl (0.233, -0.367, -1.612)
C (4.498, -0.864, 0.059)
C (3.072, -0.728, 0.513)
O (2.190, -0.624, -0.408)
C (2.801, -0.770, 1.863)
C (1.444, -0.706, 2.393)
C (0.690, -1.855, 2.981)
N (0.938, 0.450, 2.382)
N (0.631, 1.595, 2.521)
C (0.025, 2.258, 1.293)
O (-0.047, 1.654, 0.264)
C (-0.388, 3.626, 1.566)
C (-0.267, 4.204, 2.833)
C (-0.706, 5.502, 3.032)
C (-1.253, 6.218, 1.977)
C (-1.371, 5.647, 0.713)
C (-0.943, 4.353, 0.506)
H (4.577, -1.699, -0.637)
H (4.777, 0.041, -0.484)
H (5.189, -1.010, 0.886)
H (3.571, -0.989, 2.590)
H (1.338, -2.339, 3.712)
H (-0.246, -1.560, 3.449)
H (0.510, -2.581, 2.186)
H (0.165, 3.645, 3.650)
H (-0.618, 5.957, 4.009)
H (-1.592, 7.233, 2.139)
H (-1.798, 6.214, -0.102)
H (-1.032, 3.882, -0.463)
Br (-3.280, 1.627, 2.455)
C (-4.384, 0.887, 1.106)
C (-5.547, 1.569, 0.784)
C (-6.397, 1.068, -0.190)
C (-6.088, -0.116, -0.842)
C (-4.928, -0.803, -0.519)
C (-4.076, -0.301, 0.455)
I (-2.370, -1.422, 0.911)
H (-5.783, 2.488, 1.302)
H (-7.304, 1.604, -0.433)
H (-6.750, -0.514, -1.599)
H (-4.689, -1.732, -1.018)

The calculation returns the following max |F| values, one per record and in order: 0.016 0.094 0.016 0.037 0.007 Eh/bohr.